[1]
Formula: C20H26N2O4S2
Source: the Open Molecules 2025 dataset
Level of theory: ωB97M-V/def2-TZVPD

Its gap between HOMO and LUMO is 9.080 eV. For the energy above the lowest of the compared OMol25 structures with the same formula, charge and spin, the calculation gives 14.4 kcal per mole. The value obtained for the molar mass is 422.57 g mol⁻¹. The SMILES is COc1ccccc1CNC(=O)[C@H]1CC[C@@H](CNS(=O)(=O)c2cccs2)CC1.

Geometry (Å):
C1 2.36872 1.07959 -0.09659
H1 1.73609 0.65261 -0.87214
O1 1.54390 1.25978 1.03229
C2 2.03774 1.94926 2.09255
C3 3.36140 2.35782 2.22021
C4 3.77490 3.05080 3.34561
C5 2.88089 3.34477 4.35681
C6 1.56231 2.93714 4.23600
C7 1.12430 2.24793 3.11900
C8 -0.30313 1.80018 2.99502
N1 -0.39072 0.35189 3.00361
C9 -1.24695 -0.32532 2.21210
O2 -2.10949 0.23214 1.56404
C10 -1.01434 -1.83714 2.24079
C11 -2.20529 -2.62705 1.69353
C12 -2.43048 -2.36353 0.20676
C13 -1.16614 -2.62388 -0.61337
C14 0.01411 -1.83507 -0.04735
C15 0.24003 -2.16875 1.42229
H2 1.09693 -1.60423 1.79511
H3 0.46347 -3.23383 1.52931
H4 0.91273 -2.05519 -0.62648
H5 -0.18189 -0.76495 -0.13922
C16 -1.39132 -2.27135 -2.09083
N2 -1.56358 -0.85626 -2.34011
S1 -0.26131 0.03259 -2.85170
O3 -0.28849 1.31507 -2.21680
O4 0.94942 -0.73925 -2.80750
C17 -0.68432 0.26416 -4.55374
C18 -1.16995 1.38336 -5.15330
C19 -1.43244 1.18383 -6.52630
C20 -1.14333 -0.08223 -6.92869
S2 -0.54071 -1.05385 -5.64251
H6 -1.24620 -0.50355 -7.90880
H7 -1.81609 1.94739 -7.17815
H8 -1.31972 2.30302 -4.61947
H9 -2.07839 -0.36665 -1.62411
H10 -2.27670 -2.79518 -2.46936
H11 -0.52349 -2.57438 -2.68026
H12 -0.92948 -3.69400 -0.56640
H13 -2.73832 -1.32437 0.09545
H14 -3.24149 -3.00036 -0.15567
H15 -3.10644 -2.35370 2.24566
H16 -2.01793 -3.69242 1.85498
H17 -0.85025 -2.12804 3.28576
H18 0.32936 -0.14203 3.50579
H19 -0.73610 2.13220 2.04578
H20 -0.89886 2.21410 3.81763
H21 0.85522 3.16549 5.02056
H22 3.20400 3.88564 5.23287
H23 4.80667 3.35961 3.42582
H24 4.07881 2.13857 1.44562
H25 3.19494 0.39392 0.11999
H26 2.76736 2.03369 -0.45209

What are the natural (NBO) partial charges on each atom? They are as follows, in elementary charge units: C -0.261; H 0.228; O -0.518; C 0.389; C -0.323; C -0.187; C -0.248; C -0.180; C -0.113; C -0.243; N -0.606; C 0.699; O -0.649; C -0.303; C -0.389; C -0.417; C -0.228; C -0.416; C -0.389; H 0.210; H 0.201; H 0.227; H 0.208; C -0.219; N -0.874; S 2.333; O -0.934; O -0.942; C -0.541; C -0.216; C -0.259; C -0.393; S 0.483; H 0.240; H 0.231; H 0.246; H 0.422; H 0.199; H 0.222; H 0.202; H 0.226; H 0.204; H 0.219; H 0.199; H 0.217; H 0.395; H 0.244; H 0.196; H 0.210; H 0.213; H 0.213; H 0.221; H 0.169; H 0.179

[2]
Formula: C20H26N2O4S2
Source: the Open Molecules 2025 dataset
Level of theory: ωB97M-V/def2-TZVPD

Its gap between HOMO and LUMO is 8.854 eV. For the energy above the lowest of the compared OMol25 structures with the same formula, charge and spin, the calculation gives 491.6 kcal per mole. The value obtained for the molar mass is 422.57 g mol⁻¹.

Geometry (Å):
C1 -4.82965 -0.09809 -2.08917
C2 -4.27787 -1.03986 -1.07738
H1 -4.89662 -1.82690 -1.03320
H2 -3.33245 -1.35392 -1.18151
S1 -4.58050 -0.36495 0.38368
O1 -5.99449 0.25031 0.69179
O2 -4.23280 -1.20991 1.72876
C3 -3.47007 1.20866 0.30081
C4 -2.17175 0.94402 0.56943
C5 -1.20690 1.94244 0.53102
C6 -1.78268 3.46795 0.20143
C7 -3.16615 3.62212 -0.14834
C8 -3.90103 2.26628 -0.03164
H3 -4.96398 2.65331 -0.02734
H4 -3.41968 4.49579 -0.43311
O3 -0.72062 4.07309 0.25681
C9 0.43893 3.15661 0.50156
N1 0.07982 2.02165 0.77558
S2 2.07689 4.12776 0.42283
C10 2.89467 2.71219 1.37505
H5 3.72293 3.14912 1.65051
H6 2.15876 2.29983 2.15864
C11 3.47182 1.72601 0.33455
O4 4.61084 1.51337 0.34189
N2 2.50465 1.11269 -0.59800
H7 1.63926 1.16330 -0.06628
C12 2.62258 -0.34959 -1.29512
C13 4.00445 -0.06257 -2.01938
H8 3.85930 -1.01501 -2.65852
H9 4.23685 0.69793 -2.36510
H10 4.76576 -0.35979 -1.33383
H11 1.81196 0.00116 -2.18453
C14 2.29531 -1.47195 -0.60886
H12 2.32792 -2.38730 -1.44491
C15 0.81421 -1.64435 -0.01880
H13 0.15619 -0.76953 -0.51899
C16 1.09319 -1.24032 1.28240
H14 1.41681 -0.21667 1.90734
H15 0.16254 -1.39157 2.07547
C17 2.03452 -2.17754 1.73456
H16 2.66264 -2.46542 2.79560
C18 3.02224 -1.81893 0.80516
H17 3.75851 -2.73672 0.35355
H18 3.69230 -1.17390 0.93131
C19 1.32358 -3.51660 1.10058
H19 2.28694 -4.38166 0.77681
H20 0.95992 -4.14272 2.03755
C20 0.60220 -3.20794 0.11694
H21 0.62275 -3.49381 -0.97201
H22 -0.70110 -3.10360 0.43730
H23 -1.76821 -0.01596 0.91006
H24 -4.88355 -0.56781 -3.18438
H25 -4.01994 0.81466 -2.35385
H26 -5.81122 0.18463 -1.84475

What are the natural (NBO) partial charges on each atom? They are as follows, in elementary charge units: C -0.620; C -0.722; H 0.260; H 0.267; S 1.962; O -0.892; O -0.872; C -0.273; C -0.228; C 0.099; C 0.344; C -0.295; C -0.160; H 0.264; H 0.202; O -0.459; C 0.458; N -0.530; S 0.267; C -0.568; H 0.225; H 0.263; C 0.689; O -0.571; N -0.724; H 0.385; C 0.003; C -0.526; H 0.184; H 0.171; H 0.208; H 0.207; C -0.272; H 0.218; C -0.223; H 0.238; C -0.484; H 0.266; H 0.210; C -0.236; H 0.253; C -0.382; H 0.191; H 0.202; C -0.443; H 0.201; H 0.247; C -0.411; H 0.248; H 0.191; H 0.245; H 0.236; H 0.235; H 0.250

[3]
Formula: C20H26N2O5
Source: the Open Molecules 2025 dataset
Level of theory: ωB97M-V/def2-TZVPD

Its gap between HOMO and LUMO is 7.808 eV. For the energy above the lowest of the compared OMol25 structures with the same formula, charge and spin, the calculation gives 59.1 kcal per mole. The value obtained for the molar mass is 374.44 g mol⁻¹. The SMILES is COC(=O)C1=C(C)N(CCc2ccc(OC)c(OC)c2)C(=O)/C1=C\N(C)C.

Geometry (Å):
C1 1.47601 -4.41096 -0.59992
H1 1.27396 -4.62229 0.45264
H2 0.93712 -5.13914 -1.21040
H3 2.54322 -4.46027 -0.80218
O1 1.07202 -3.09384 -0.92934
C2 -0.23987 -2.81755 -0.72026
O2 -0.98515 -3.67324 -0.27974
C3 -0.61589 -1.46621 -1.08057
C4 0.21255 -0.41367 -1.38718
N1 -0.55327 0.67866 -1.69157
C5 -1.90883 0.39737 -1.58144
O3 -2.75992 1.25257 -1.81485
C6 -2.00091 -0.99020 -1.18053
C7 -3.07002 -1.81475 -0.92355
N2 -4.38716 -1.64291 -0.94188
C8 -5.09019 -0.42971 -1.26982
H4 -5.75344 -0.60525 -2.12064
H5 -5.70017 -0.11386 -0.41943
H6 -4.38763 0.36242 -1.52126
C9 -5.25716 -2.74247 -0.60632
H7 -5.91796 -2.96861 -1.44799
H8 -4.68113 -3.63173 -0.36237
H9 -5.88074 -2.47910 0.25271
H10 -2.77652 -2.81850 -0.63839
C10 -0.10645 2.01383 -1.98776
H11 0.92232 1.98177 -2.34742
H12 -0.75706 2.40693 -2.77539
C11 -0.22425 2.92829 -0.75273
C12 0.58230 2.38641 0.39025
C13 0.04676 1.44455 1.24769
C14 0.82055 0.87877 2.25149
C15 2.14227 1.25130 2.41794
C16 2.69664 2.22346 1.55546
C17 1.91323 2.76915 0.55481
H13 2.32489 3.50659 -0.11733
O4 4.00190 2.54156 1.79132
C18 4.60801 3.51405 0.98004
H14 4.09452 4.47900 1.05179
H15 5.62387 3.61950 1.35756
H16 4.64516 3.20089 -0.06943
O5 2.98767 0.75843 3.36749
C19 2.49133 -0.20486 4.26108
H17 2.16369 -1.11018 3.73878
H18 3.32321 -0.45059 4.91941
H19 1.66167 0.18775 4.85897
H20 0.37349 0.14226 2.89921
H21 -0.98277 1.13893 1.13923
H22 0.11646 3.92704 -1.02924
H23 -1.27823 2.98107 -0.47806
C20 1.69512 -0.32671 -1.42615
H24 2.04048 0.52458 -0.84159
H25 2.03684 -0.20599 -2.45521
H26 2.13115 -1.23287 -1.02475

What are the natural (NBO) partial charges on each atom? They are as follows, in elementary charge units: C -0.256; H 0.190; H 0.191; H 0.191; O -0.522; C 0.790; O -0.645; C -0.263; C 0.307; N -0.423; C 0.636; O -0.670; C -0.266; C 0.147; N -0.351; C -0.445; H 0.190; H 0.189; H 0.280; C -0.395; H 0.196; H 0.215; H 0.196; H 0.242; C -0.205; H 0.205; H 0.231; C -0.430; C -0.027; C -0.220; C -0.279; C 0.241; C 0.329; C -0.323; H 0.216; O -0.495; C -0.250; H 0.175; H 0.201; H 0.172; O -0.485; C -0.250; H 0.174; H 0.200; H 0.174; H 0.221; H 0.218; H 0.212; H 0.235; C -0.678; H 0.234; H 0.222; H 0.260